{"formula": "C39H108N12O18", "method": "wB97M-V/def2-TZVPD", "symbols": ["C", "O", "C", "C", "N", "C", "C", "O", "C", "H", "H", "H", "H", "H", "H", "H", "H", "H", "H", "H", "H", "H", "H", "H", "C", "O", "C", "C", "N", "C", "C", "O", "C", "H", "H", "H", "H", "H", "H", "H", "H", "H", "H", "H", "H", "H", "H", "H", "C", "O", "C", "C", "N", "C", "C", "O", "C", "H", "H", "H", "H", "H", "H", "H", "H", "H", "H", "H", "H", "H", "H", "H", "C", "O", "C", "C", "N", "C", "C", "O", "C", "H", "H", "H", "H", "H", "H", "H", "H", "H", "H", "H", "H", "H", "H", "H", "C", "O", "C", "C", "N", "C", "C", "O", "C", "H", "H", "H", "H", "H", "H", "H", "H", "H", "H", "H", "H", "H", "H", "H", "C", "O", "C", "C", "N", "C", "C", "O", "C", "H", "H", "H", "H", "H", "H", "H", "H", "H", "H", "H", "H", "H", "H", "H", "N", "C", "N", "O", "H", "H", "H", "H", "N", "C", "N", "O", "H", "H", "H", "H", "N", "C", "N", "O", "H", "H", "H", "H", "O", "H", "H", "O", "H", "H", "O", "H", "H"], "xyz": [[-3.509774, -5.536841, -1.840410], [-4.582808, -6.357967, -2.277862], [-5.828021, -5.625723, -2.381721], [-7.021629, -6.563250, -2.080918], [-7.239541, -6.852788, -0.687573], [-8.342698, -7.864091, -0.501641], [-8.713228, -8.117011, 0.990197], [-9.644690, -9.176687, 1.197598], [-10.998069, -8.967908, 1.144588], [-3.871563, -4.856639, -1.069355], [-3.145279, -4.856522, -2.610080], [-2.666242, -6.136978, -1.499230], [-5.899641, -5.197339, -3.381446], [-5.974691, -4.656815, -1.904440], [-6.890576, -7.492391, -2.635551], [-7.878280, -5.970313, -2.401327], [-6.409448, -7.185473, -0.218123], [-8.169990, -8.706998, -1.170799], [-9.232812, -7.378729, -0.901923], [-8.942996, -7.225086, 1.573103], [-7.855280, -8.686820, 1.347070], [-11.459439, -9.107750, 2.122174], [-11.296407, -9.661396, 0.358347], [-11.208746, -7.946436, 0.827848], [-3.739792, -1.890576, 0.684819], [-2.343215, -1.661118, 0.836630], [-1.544656, -2.708258, 0.315178], [-0.208207, -2.772962, 0.995658], [0.609479, -1.626457, 0.586632], [1.820105, -1.319058, 1.364567], [2.417522, -0.039613, 0.947509], [3.116247, -0.040789, -0.333460], [3.482928, 1.295800, -0.761702], [-4.421403, -1.070278, 0.909807], [-3.917756, -2.837668, 1.194186], [-3.863634, -2.053796, -0.385753], [-1.588830, -2.651952, -0.772474], [-2.004554, -3.685165, 0.464333], [0.331671, -3.701636, 0.810742], [-0.478576, -2.714562, 2.049986], [-0.099806, -0.909537, 0.641860], [2.582232, -2.097922, 1.339413], [1.488621, -1.206633, 2.396831], [3.153403, 0.070655, 1.744013], [1.643576, 0.726342, 0.996650], [4.008635, 1.163254, -1.707301], [4.285944, 1.633310, -0.106444], [2.676562, 2.028997, -0.778408], [5.449276, 1.798698, 2.639619], [4.303695, 2.649397, 2.581043], [4.499077, 4.024642, 2.135527], [3.529092, 4.997995, 2.876944], [3.944415, 6.416888, 2.823493], [3.045757, 7.493685, 3.286100], [3.526104, 8.817770, 2.551833], [3.091113, 8.901439, 1.155365], [3.898676, 9.828083, 0.458247], [6.266826, 1.924829, 1.929827], [5.076072, 0.797987, 2.421893], [6.050441, 1.868883, 3.546134], [4.404878, 4.119091, 1.053717], [5.483056, 4.452652, 2.327075], [3.524701, 4.626784, 3.901782], [2.570352, 4.805134, 2.395581], [4.348243, 6.774201, 1.969468], [3.098314, 7.580155, 4.371395], [2.024252, 7.333479, 2.941177], [4.598814, 8.927503, 2.711048], [3.146426, 9.622853, 3.180952], [3.586982, 10.120617, -0.544430], [4.872664, 9.411053, 0.202220], [4.193964, 10.715260, 1.018448], [6.962415, -4.491616, 5.210660], [6.030012, -4.194397, 4.194047], [6.534802, -3.502995, 3.045972], [5.426611, -2.884663, 2.135258], [5.839550, -1.620560, 1.410905], [7.122046, -1.657821, 0.772775], [7.367677, -0.454488, -0.194147], [6.677946, -0.399435, -1.448631], [7.002060, 0.649967, -2.359661], [7.790619, -5.118105, 4.879457], [6.508605, -4.914083, 6.107144], [7.478578, -3.582942, 5.520460], [7.140482, -4.243612, 2.523717], [7.193242, -2.722569, 3.427405], [4.486309, -2.613140, 2.615064], [5.190394, -3.589993, 1.338506], [5.130575, -1.413719, 0.721940], [7.192276, -2.642457, 0.310539], [7.845024, -1.707471, 1.586983], [8.428358, -0.401545, -0.439638], [7.160750, 0.486771, 0.315097], [8.071267, 0.627040, -2.570310], [6.748032, 1.694508, -2.179379], [6.635771, 0.473539, -3.370999], [0.133528, 0.045698, -2.986330], [-0.340978, 0.883848, -4.017559], [-1.800032, 1.270638, -3.730699], [-2.667270, 1.419612, -5.066431], [-1.786251, 2.128260, -5.996991], [-2.120137, 2.244422, -7.346796], [-2.370682, 0.891504, -8.143920], [-1.088350, 0.278614, -8.127259], [-1.197690, -0.931169, -8.940320], [0.029953, 0.493516, -1.997978], [1.149835, -0.315095, -3.144633], [-0.428468, -0.884603, -2.903842], [-1.886764, 2.111392, -3.042429], [-2.253547, 0.438447, -3.192272], [-3.630174, 1.902675, -4.900412], [-3.107917, 0.481847, -5.404841], [-0.799129, 1.941047, -5.893899], [-1.357839, 2.801283, -7.891687], [-3.018658, 2.843586, -7.199301], [-2.735078, 1.191323, -9.126475], [-3.063560, 0.288345, -7.557221], [-2.194027, -1.369374, -8.998555], [-0.552228, -1.558892, -8.325959], [-0.793053, -0.785709, -9.941931], [-3.117781, 1.998013, -0.044944], [-2.231803, 2.849378, -0.710858], [-1.019766, 3.026438, -0.007361], [-0.266673, 4.224838, -0.639161], [-0.784529, 5.508137, 0.019681], [0.005101, 6.689899, -0.471714], [-0.382293, 7.932751, 0.213782], [-1.766402, 8.243384, 0.209267], [-2.189152, 8.909500, -0.941059], [-3.503893, 2.551081, 0.811283], [-2.594293, 1.083124, 0.232593], [-3.930535, 1.753031, -0.728701], [-0.435482, 2.124265, -0.188459], [-1.057157, 3.137887, 1.076280], [-0.509095, 4.218346, -1.701841], [0.801005, 4.096545, -0.461094], [-1.715371, 5.786527, -0.256247], [0.147857, 6.812572, -1.545336], [1.019283, 6.564110, -0.092621], [0.180166, 8.703215, -0.313602], [-0.033134, 7.758979, 1.231619], [-1.507091, 9.732971, -1.152708], [-3.164940, 9.385544, -0.844530], [-2.153665, 8.288498, -1.836164], [2.201764, 1.483207, 3.931396], [2.157324, 0.266563, 4.440392], [0.942521, 0.129354, 4.940491], [3.019199, -0.497559, 4.403394], [3.021085, 1.754538, 3.406806], [1.336008, 1.999996, 3.990487], [0.317134, 0.920213, 5.000016], [0.760337, -0.722737, 5.451235], [-1.418954, -2.134351, 4.852218], [-2.592908, -2.570614, 4.847431], [-2.604294, -3.889196, 4.971820], [-3.491917, -1.802232, 4.949254], [-1.270783, -1.253383, 4.381015], [-0.739554, -2.864059, 5.013575], [-1.740743, -4.302070, 5.294202], [-3.449092, -4.442145, 4.945910], [1.133487, -3.109328, -1.994655], [2.377431, -3.125698, -2.352749], [3.163202, -2.251045, -1.850369], [2.787259, -4.008327, -3.120035], [0.453059, -3.681814, -2.473573], [0.896834, -2.469575, -1.249789], [2.824701, -1.418472, -1.389571], [4.108437, -2.281372, -2.204917], [-3.880898, -2.207975, -3.124694], [-3.031204, -2.476142, -3.474467], [-4.516931, -2.733079, -3.610448], [-5.590971, -1.381669, 3.255197], [-5.023931, -1.336418, 4.025041], [-6.264728, -0.720623, 3.414223], [-2.699700, 0.384032, 3.395947], [-3.134038, -0.213059, 2.786793], [-3.082209, 0.177074, 4.248644]], "forces_ev_per_angstrom": [[-0.309, 0.435, -0.029], [-0.601, 1.096, 0.702], [-0.289, -0.864, -0.722], [0.837, 0.969, -0.135], [-0.921, -0.623, 1.456], [-0.642, 2.326, -0.218], [1.396, -2.294, -0.730], [1.744, 0.050, 0.247], [-0.466, 0.662, -0.893], [0.168, -0.149, 0.477], [0.046, -0.126, -0.497], [-0.265, -0.162, 0.042], [-0.167, -0.814, -0.857], [0.805, -0.260, 1.581], [-0.169, 0.003, -0.578], [-0.318, -0.421, -0.410], [0.262, -0.100, -0.190], [0.025, -0.736, 0.658], [-0.146, 0.130, -0.455], [0.080, 0.111, -0.238], [0.590, 0.943, 0.739], [-0.190, -0.354, -0.076], [-1.114, 0.021, 0.306], [-0.321, 0.158, -0.144], [0.763, -1.117, -1.581], [0.582, 0.973, 0.952], [-1.131, -0.854, -0.485], [0.621, 0.631, -0.049], [-0.274, -0.853, -0.685], [-1.802, -0.824, -0.370], [1.279, 0.558, -0.090], [-1.219, 1.060, 0.825], [1.151, -1.259, 0.543], [0.644, 0.021, 0.778], [-0.830, 0.209, 0.276], [-0.486, -0.267, -0.298], [0.722, 0.393, -0.377], [-0.445, -0.217, 0.561], [-0.196, -0.117, -0.135], [0.251, -0.156, 0.518], [0.584, 1.040, 0.044], [-0.308, -0.389, -0.279], [0.479, 0.106, 0.416], [0.252, 0.925, -0.058], [0.189, 0.408, -0.183], [-0.588, 0.079, -0.300], [-0.136, 0.354, 0.412], [-0.214, -0.278, -0.137], [0.402, -0.421, -0.368], [1.091, 1.706, -0.712], [0.247, 0.756, 0.636], [0.378, -0.329, -0.957], [0.186, -0.214, 0.427], [0.912, 0.143, -2.078], [-0.897, -0.755, 1.176], [0.561, 0.144, 1.445], [1.533, 0.022, -0.451], [-0.503, 0.766, -0.968], [0.204, -0.130, 0.599], [-0.773, -0.073, 0.727], [-0.407, -0.370, -0.184], [0.498, -0.681, 0.430], [-0.246, 0.309, 0.151], [-0.600, 0.267, 0.312], [-0.045, -0.913, -0.361], [-0.123, 0.291, -0.049], [-0.360, -0.103, 0.268], [0.363, -0.349, -0.714], [-0.566, 0.476, -0.496], [-1.159, -0.104, 0.343], [0.355, -0.630, 0.293], [-0.675, 0.237, 0.275], [0.789, 0.864, -0.442], [-1.149, -0.111, 0.026], [-0.178, 0.093, 0.882], [0.571, 0.520, -1.106], [-0.823, 0.246, 1.491], [-0.485, -0.293, -0.816], [0.840, 0.603, -0.061], [-1.287, -0.380, -0.164], [1.347, -0.593, -0.475], [-0.134, -0.559, -0.267], [-0.410, -0.095, -0.442], [-0.071, 0.439, 0.204], [0.136, 0.219, -0.537], [0.132, 0.356, -0.151], [0.309, -0.300, 0.631], [-0.118, -0.569, 0.112], [-0.255, -0.067, -0.100], [0.553, -0.071, -0.959], [0.551, 0.644, -0.342], [0.360, -0.265, 0.146], [-0.184, -0.002, 0.489], [0.476, 0.154, 0.413], [-0.382, -0.068, 1.058], [-0.769, -0.690, 0.321], [-0.411, -0.494, 0.281], [-2.402, 0.669, 0.452], [0.067, -1.414, -1.080], [2.132, 0.307, 0.601], [1.123, -0.344, 1.594], [-1.844, -0.531, -0.985], [1.173, 2.563, 2.027], [-1.778, -0.867, -1.828], [1.521, 0.377, 1.555], [0.281, 0.367, 0.175], [0.165, 0.636, -0.307], [-0.452, -0.192, -0.241], [0.499, 0.340, -0.424], [0.148, -0.259, 0.132], [0.257, 1.152, 0.452], [0.969, -0.888, -0.225], [-0.247, -0.595, 0.609], [-0.064, 0.114, 0.076], [-0.641, 0.156, -1.564], [-0.034, -0.500, -0.267], [-0.349, -0.195, -0.411], [-0.124, 0.286, 0.186], [0.018, -0.786, -0.739], [-0.015, 0.097, 0.004], [-0.121, 0.131, -0.029], [0.236, 0.858, -0.023], [1.175, 0.227, -1.299], [-2.327, 0.588, 1.344], [2.080, 0.470, -1.376], [0.666, -2.052, 0.501], [-0.375, 0.402, 0.031], [-0.219, -0.239, 0.613], [0.611, 0.654, -0.693], [-0.214, -0.460, 0.370], [-0.157, -0.245, 0.337], [-0.003, 0.025, 0.020], [0.370, -0.344, 0.037], [-0.704, 0.234, 0.112], [0.360, -0.047, -0.214], [-0.011, 0.395, 0.024], [-0.534, -0.922, -0.094], [-0.621, -0.305, -0.445], [0.374, -0.271, -0.162], [0.144, 0.587, 0.500], [-0.473, 0.769, 0.258], [0.242, 0.301, -0.047], [-0.125, -0.524, 0.384], [-0.272, -0.313, -0.084], [0.600, 2.378, -1.134], [-2.878, 4.037, -0.414], [-3.109, -2.431, 2.045], [4.701, -4.954, 0.060], [-0.356, 0.675, -0.027], [0.863, 0.522, -0.637], [0.007, -0.659, 0.286], [-0.275, 0.428, 0.116], [6.915, 1.981, -0.290], [-2.382, -1.588, 1.593], [-1.081, -3.189, -0.023], [-4.543, 1.867, -0.628], [0.587, 0.065, 0.216], [0.879, 1.100, -0.775], [-0.617, -0.498, -0.321], [0.221, 0.285, 0.324], [-3.734, 0.599, 1.309], [0.812, -4.325, -3.308], [2.831, 2.935, 1.528], [0.296, -0.153, -0.492], [0.443, 0.119, 0.251], [-0.686, 0.080, 0.119], [0.314, 0.043, 0.035], [-0.142, 0.177, 0.222], [-0.053, 0.194, 0.261], [0.295, -0.009, -0.138], [-0.212, -0.120, -0.147], [-0.404, 0.135, -0.509], [0.518, -0.340, 0.486], [-0.248, 0.129, -0.063], [0.659, 0.606, -0.095], [-0.156, -0.279, -0.210], [-0.274, -0.267, 0.235]], "lowdin_charge": [-0.11, -0.17, -0.21, -0.23, -0.08, -0.18, -0.19, -0.21, -0.14, 0.07, 0.07, 0.09, 0.11, 0.12, 0.12, 0.12, 0.10, 0.11, 0.10, 0.13, 0.12, 0.09, 0.09, 0.08, -0.09, -0.22, -0.24, -0.19, -0.06, -0.18, -0.19, -0.23, -0.05, 0.08, 0.09, 0.07, 0.12, 0.11, 0.13, 0.11, 0.10, 0.12, 0.11, 0.09, 0.12, 0.09, 0.07, 0.08, -0.09, -0.25, -0.17, -0.18, -0.08, -0.17, -0.19, -0.18, -0.14, 0.07, 0.06, 0.09, 0.11, 0.12, 0.12, 0.10, 0.09, 0.11, 0.10, 0.11, 0.11, 0.09, 0.08, 0.08, -0.12, -0.20, -0.19, -0.13, -0.08, -0.20, -0.17, -0.20, -0.12, 0.08, 0.09, 0.08, 0.12, 0.11, 0.10, 0.11, 0.08, 0.12, 0.11, 0.11, 0.10, 0.08, 0.08, 0.09, -0.14, -0.19, -0.09, -0.16, -0.09, -0.23, -0.22, -0.19, -0.09, 0.07, 0.08, 0.06, 0.10, 0.09, 0.11, 0.09, 0.10, 0.12, 0.11, 0.12, 0.10, 0.08, 0.09, 0.08, -0.10, -0.21, -0.23, -0.15, -0.02, -0.25, -0.24, -0.17, -0.13, 0.09, 0.07, 0.09, 0.09, 0.12, 0.11, 0.10, 0.10, 0.12, 0.11, 0.12, 0.12, 0.08, 0.09, 0.09, 0.18, -0.83, 0.16, 0.11, 0.06, 0.11, 0.11, 0.10, 0.18, -0.79, 0.18, 0.05, 0.10, 0.12, 0.11, 0.12, 0.18, -0.80, 0.20, -0.02, 0.12, 0.05, 0.06, 0.13, -0.05, 0.03, 0.03, -0.06, -0.02, 0.04, -0.06, 0.00, 0.02], "max_force_ev_per_a": 7.2, "smiles": "COCCNCCOC.COCCNCCOC.COCCNCCOC.COCCNCCOC.COCCNCCOC.COCCNCCOC.NC(N)=O.NC(N)=O.NC(N)=O.O.O.O", "multiplicity": 1, "de_lowest_kj_mol": 571.3, "homo_ev": -7.855}